# 1
Below is a molecular structure, C12H14Cl2CsNO6P, with properties calculated with wB97M-V/def2-TZVPD.

Element x y z (Å)
Cs1 -0.6819 0.1524 0.5545
O1 2.3789 -0.3288 0.6702
C1 3.1598 -0.2936 1.6023
C2 2.9093 -0.1707 3.0288
C3 4.0279 -0.1492 3.8486
C4 3.9465 -0.0420 5.2144
C5 2.6671 0.0481 5.8313
C6 1.5493 0.0319 5.0709
C7 1.5853 -0.0753 3.6117
O2 0.5105 -0.0837 2.9741
N1 5.1503 -0.0248 6.0071
O3 5.0399 0.0710 7.2228
O4 6.2325 -0.0953 5.4400
H1 4.2481 -0.3502 1.3678
H2 5.0218 -0.2185 3.4174
H3 2.6483 0.1285 6.9101
H4 0.5531 0.0986 5.4887
C8 -0.6865 4.8729 -0.9220
P1 0.2234 3.5084 -0.0675
C9 -0.5199 3.6755 1.6027
C10 1.8535 4.3550 0.1780
H5 -0.5864 5.7941 -0.3441
H6 -1.7332 4.5707 -0.9785
H7 -0.3014 5.0216 -1.9302
H8 -0.3933 4.6517 2.0760
H9 -0.1065 2.9102 2.2648
H10 -1.5842 3.4534 1.4942
H11 1.7060 5.3431 0.6198
H12 2.3610 4.4501 -0.7820
H13 2.4711 3.7431 0.8370
Cl1 -5.8826 0.6655 -1.7964
C11 -5.1754 1.3267 -0.2943
Cl2 -5.9566 0.6136 1.1539
C12 -3.6343 1.1152 -0.2314
O5 -2.9749 2.1602 -0.0289
O6 -3.2349 -0.0552 -0.3736
H14 -5.3924 2.3863 -0.2775

Summary:
E_HOMO = -5.45 eV
Largest force on an atom = 0.01243 Eh/bohr
Lowest unoccupied orbital energy = 0.080 Ha
Orbital gap = 7.628 eV
Charge = -1

Löwdin atomic charge list, values in e, 4 entries: atom 1 (Cs): 1.247, atom 2 (O): -0.078, atom 3 (C): -0.246, atom 4 (C): -0.125

# 2
Below is C4H8O2 in the gas phase in a non-equilibrium geometry, with properties calculated with wB97M-V/def2-TZVPD.

Element x y z (Å)
O1 2.0881 -0.4255 0.6120
C1 1.4136 -0.0919 -0.6069
C2 0.0141 0.3132 -0.2622
O2 0.0297 1.3615 0.6922
C3 -1.0232 -0.6996 0.0425
C4 -1.6754 0.5590 -0.2163
H1 1.6397 -1.2108 0.9580
H2 1.4068 -0.9365 -1.2997
H3 2.0041 0.7323 -0.9967
H4 0.6664 1.1112 1.3671
H5 -1.1701 -1.0702 1.0411
H6 -1.2359 -1.4796 -0.6735
H7 -1.9431 0.8437 -1.1942
H8 -2.2163 1.0405 0.6041

Summary:
E_HOMO = -8.31 eV
Largest force on an atom = 0.05837 Eh/bohr
Lowest unoccupied orbital energy = 0.031 Ha
Orbital gap = 9.158 eV
SMILES = OCC1(O)CC1

Löwdin atomic charge list, values in e, 4 entries: atom 1 (O): -0.058, atom 2 (C): -0.187, atom 3 (C): -0.369, atom 4 (O): -0.049

# 3
Below is a molecular structure, C35H41CrN3O8PS in a non-equilibrium geometry, with properties calculated with wB97M-V/def2-TZVPD.

Element x y z (Å)
Cr1 0.7602 0.0507 -0.2076
C1 -4.2972 1.5591 1.9678
O1 -3.9842 0.7761 0.8501
C2 -4.9895 0.4438 -0.0110
C3 -6.3150 0.8063 0.1560
C4 -7.3021 0.3476 -0.7184
C5 -6.9624 -0.4874 -1.7661
C6 -5.6388 -0.8301 -1.9636
C7 -4.6251 -0.3571 -1.1199
N1 -3.3147 -0.7594 -1.3557
C8 -2.1365 -0.0763 -1.1122
N2 -2.2427 1.2695 -1.0985
C9 -1.3792 2.2153 -0.5329
C10 -0.0672 1.8952 -0.1346
C11 0.6230 2.9883 0.4208
C12 0.1085 4.2650 0.5277
C13 -1.1801 4.5403 0.0904
C14 -1.9334 3.5020 -0.4263
O2 -3.2474 3.6435 -0.8903
C15 -3.9170 4.8371 -0.6061
N3 -0.9938 -0.6952 -0.9722
C16 -0.9763 -2.0866 -1.1585
C17 -0.8890 -2.9437 -0.0683
C18 -0.8112 -4.3108 -0.2474
C19 -0.8613 -4.8487 -1.5209
C20 -1.0002 -4.0119 -2.6240
C21 -1.0704 -2.6395 -2.4529
O3 -1.2595 -1.7213 -3.4666
C22 -1.6600 -2.2122 -4.7139
H1 -3.3604 1.6917 2.5064
H2 -5.0262 1.0568 2.6157
H3 -4.6889 2.5384 1.6686
H4 -6.6134 1.4327 0.9831
H5 -8.3312 0.6293 -0.5499
H6 -7.7290 -0.8646 -2.4309
H7 -5.3673 -1.4845 -2.7794
H8 -3.2150 -1.6673 -1.7849
H9 -3.1673 1.6409 -1.2766
H10 1.6271 2.8233 0.7947
H11 0.6989 5.0717 0.9469
H12 -1.5580 5.5498 0.1510
H13 -4.9453 4.6836 -0.9347
H14 -3.4990 5.6890 -1.1568
H15 -3.9052 5.0587 0.4674
H16 -0.8728 -2.5111 0.9200
H17 -0.7122 -4.9556 0.6120
H18 -0.8062 -5.9188 -1.6749
H19 -1.0478 -4.4505 -3.6113
H20 -1.9375 -1.3423 -5.3096
H21 -2.5204 -2.8860 -4.6157
H22 -0.8587 -2.7531 -5.2273
O4 3.2706 -3.2491 -0.0137
C23 2.3361 -2.5852 0.4477
O5 1.7356 -1.6705 -0.2017
C24 1.8660 -2.9159 1.8493
C25 2.3300 -4.1284 2.3632
C26 1.9485 -4.6017 3.6024
C27 1.0869 -3.8377 4.3783
C28 0.6450 -2.6226 3.9114
C29 1.0009 -2.1359 2.6434
S1 0.2713 -0.5986 2.2365
H23 2.9944 -4.7071 1.7349
H24 2.2969 -5.5575 3.9724
H25 0.7421 -4.2092 5.3359
H26 -0.0115 -2.0160 4.5174
C30 5.3116 3.7061 -0.9260
C31 3.9276 3.2067 -0.5079
O6 4.0418 2.0121 0.2229
P1 3.0990 0.6233 0.0033
O7 4.0021 -0.1969 -1.0215
C32 5.2478 -0.8089 -0.6776
C33 6.3117 -0.3728 -1.6682
O8 3.5875 -0.0313 1.3863
C34 3.2408 0.5866 2.6178
C35 4.4674 1.2521 3.2200
H27 5.2425 4.7479 -1.2318
H28 5.7152 3.1234 -1.7511
H29 5.9954 3.6311 -0.0820
H30 3.2803 3.0641 -1.3813
H31 3.4644 3.9630 0.1395
H32 5.0796 -1.8870 -0.7093
H33 5.5483 -0.5263 0.3326
H34 6.0206 -0.6484 -2.6771
H35 7.2589 -0.8491 -1.4303
H36 6.4401 0.7057 -1.6190
H37 2.8684 -0.2031 3.2752
H38 2.4383 1.3172 2.4666
H39 5.2252 0.5021 3.4301
H40 4.1959 1.7599 4.1408
H41 4.8751 1.9663 2.5115

Summary:
Multiplicity = 5
E_HOMO (spin up / spin down) = -3.24 / -3.80 eV
Largest force on an atom = 0.03781 Eh/bohr
Lowest unoccupied orbital energy (spin up / spin down) = 0.085 / 0.085 Ha
Orbital gap (spin up / spin down) = 5.545 / 6.098 eV
Charge = -1

Löwdin atomic charge list, values in e, 4 entries: atom 1 (Cr): 0.423, atom 2 (C): -0.069, atom 3 (O): -0.078, atom 4 (C): -0.210

# 4
Below is a molecular structure, C37H41F3N4O4PSSe2Tc in a non-equilibrium geometry, with properties calculated with wB97M-V/def2-TZVPD.

Element x y z (Å)
Tc1 -0.7521 1.0162 0.4984
Se1 2.6559 -0.8399 -0.6658
P1 2.4304 2.6505 0.1356
Se2 0.2472 3.0986 -0.2080
C1 3.0895 2.3835 -1.5615
C2 4.4723 2.4540 -1.7102
C3 5.0525 2.2807 -2.9521
C4 4.2599 2.0131 -4.0572
C5 2.8870 1.9088 -3.9093
C6 2.3044 2.0851 -2.6667
C7 3.1018 4.3506 0.2824
C8 2.8083 5.3107 -0.6801
C9 3.3780 6.5649 -0.6014
C10 4.2380 6.8695 0.4419
C11 4.5323 5.9171 1.4022
C12 3.9599 4.6584 1.3285
H1 5.0936 2.6515 -0.8474
H2 6.1259 2.3524 -3.0566
H3 4.7120 1.8899 -5.0303
H4 2.2638 1.6892 -4.7629
H5 1.2295 2.0063 -2.5638
H6 2.1293 5.0693 -1.4870
H7 3.1544 7.3090 -1.3506
H8 4.6757 7.8534 0.5079
H9 5.2039 6.1557 2.2130
H10 4.1848 3.9099 2.0761
C13 -0.0468 1.7591 4.7144
O1 -0.7564 1.7710 3.4690
C14 -0.1307 1.3296 2.3936
O2 1.0186 0.9209 2.3611
H11 -0.6921 2.2611 5.4307
H12 0.9014 2.2862 4.6081
H13 0.1469 0.7298 5.0240
C15 -5.3876 0.4127 -2.6618
N1 -3.9740 0.1044 -2.3977
C16 -3.8733 -0.8963 -1.3279
C17 -3.1516 1.3410 -2.1040
C18 -3.4973 2.0552 -0.8204
C19 -4.5861 2.9292 -0.8482
C20 -4.9279 3.6905 0.2498
C21 -4.1743 3.5621 1.4040
C22 -3.0912 2.7054 1.4365
C23 -2.6885 1.9371 0.3301
H14 -5.9249 -0.4964 -2.9302
H15 -5.4725 1.1167 -3.4862
H16 -5.8352 0.8498 -1.7694
H17 -3.5734 -0.3032 -3.2504
H18 -4.1287 -0.4020 -0.3884
H19 -2.8592 -1.2880 -1.2919
H20 -4.5592 -1.7244 -1.5120
H21 -3.2936 2.0077 -2.9552
H22 -2.1055 1.0376 -2.0640
H23 -5.1412 3.0649 -1.7651
H24 -5.7569 4.3800 0.2031
H25 -4.4172 4.1518 2.2734
H26 -2.5237 2.6435 2.3530
F1 0.6031 -0.4449 -4.0643
C24 -0.0408 -1.4004 -3.4038
F2 -1.3275 -1.4067 -3.8896
F3 0.4999 -2.5744 -3.7199
C25 -0.2018 -1.1679 -1.8699
O3 -0.2373 -2.1759 -1.1624
O4 -0.5045 0.0045 -1.5772
C26 3.0637 -5.6118 -1.7479
C27 2.3884 -5.1711 -0.5051
C28 1.7725 -5.9952 0.4051
C29 1.2075 -5.4134 1.5635
N2 1.2317 -4.1109 1.7663
C30 1.7940 -3.3311 0.8609
S1 1.7910 -1.6397 1.1372
N3 2.3826 -3.8477 -0.2517
C31 0.5452 -6.2422 2.5989
H27 3.1426 -6.6920 -1.7921
H28 4.0605 -5.1802 -1.8161
H29 2.4993 -5.2592 -2.6100
H30 1.7219 -7.0611 0.2513
H31 2.7949 -3.1637 -0.9039
H32 0.7905 -7.2934 2.4882
H33 -0.5321 -6.1177 2.4979
H34 0.8180 -5.8842 3.5892
N4 -1.5028 -1.1087 1.0642
C32 -1.5385 -2.1414 2.0755
C33 -2.1181 -3.3544 1.7159
C34 -2.2402 -4.3710 2.6397
C35 -1.7453 -4.1942 3.9223
C36 -1.1490 -2.9977 4.2721
C37 -1.0395 -1.9686 3.3494
H35 -0.9946 -1.5632 0.2820
H36 -2.4725 -1.0022 0.7747
H37 -2.4821 -3.4855 0.7055
H38 -2.7205 -5.2978 2.3594
H39 -1.8297 -4.9915 4.6453
H40 -0.7808 -2.8603 5.2763
H41 -0.5814 -1.0328 3.6158

Summary:
Multiplicity = 4
E_HOMO (spin up / spin down) = -8.86 / -8.86 eV
Largest force on an atom = 0.03716 Eh/bohr
Lowest unoccupied orbital energy (spin up / spin down) = -0.100 / -0.140 Ha
Orbital gap (spin up / spin down) = 6.134 / 5.055 eV
Charge = +1

Löwdin atomic charge list, values in e, 4 entries: atom 1 (Tc): 1.239, atom 2 (Se): 0.317, atom 3 (P): 0.737, atom 4 (Se): 0.474

The records above give, respectively, energy relative to the best compared isomer or geometry (same formula, charge and spin) values of 0.0; 460.2; 102.6; 131.2 kJ/mol.
The records above give, respectively, E_tot values of -61329.490; -8368.512; -106360.226; -214347.575 eV.